--- a ---
{
  "formula": "CH3INOP",
  "method": "ωB97M-V/def2-TZVPD",
  "e_homo_ev": [-8.4, -8.4],
  "homo_lumo_gap_ev": [6.881, 6.882],
  "species": ["C", "N", "O", "P", "I", "H", "H", "H"],
  "xyz": [[0.05237, -1.68361, -0.86899], [0.73652, -0.83374, -0.18677], [-0.95160, -1.87097, -1.42446], [0.05928, 0.79335, 0.18995], [1.88699, -4.10212, -1.04169], [1.65496, -1.08892, 0.14806], [-1.10281, 0.30005, 0.80648], [-0.59469, 0.91153, -1.04299]]
}



--- b ---
{
  "formula": "CH3INOP",
  "method": "ωB97M-V/def2-TZVPD",
  "e_homo_ev": -9.8,
  "smiles": "O=C=NP.I",
  "homo_lumo_gap_ev": 10.251,
  "species": ["O", "C", "N", "P", "H", "H", "I", "H"],
  "xyz": [[-0.54044, 3.25140, 0.02932], [-0.83422, 2.11897, 0.19539], [-1.19962, 1.01910, 0.35284], [-2.05796, -0.23096, 1.16619], [-1.06836, -0.53940, 1.90610], [-1.79533, -1.19526, 0.32892], [4.41828, 0.05060, 0.08040], [5.57244, 1.07964, -0.04942]]
}



Relative to the most stable one, in kJ/mol, the structures come out at a 31.0; b 0.0.



--- a ---
{
  "formula": "C14H25N3O4",
  "method": "ωB97M-V/def2-TZVPD",
  "e_homo_ev": -8.9,
  "smiles": "CC(C)=N[C@@H](COO)OC=O.CCCC#N.CCCC#N",
  "homo_lumo_gap_ev": 9.545,
  "species": ["C", "C", "C", "N", "C", "C", "O", "O", "O", "C", "O", "H", "H", "H", "H", "H", "H", "H", "H", "H", "H", "H", "C", "C", "C", "C", "N", "H", "H", "H", "H", "H", "H", "H", "C", "C", "C", "C", "N", "H", "H", "H", "H", "H", "H", "H"],
  "xyz": [[3.83689, -1.60789, -0.03670], [4.03206, -0.15629, 0.29860], [4.66001, 0.12826, 1.63443], [3.76312, 0.83701, -0.45029], [2.71144, 0.64883, -1.42609], [1.36069, 0.59506, -0.74272], [0.39710, 0.98437, -1.71602], [-0.88930, 0.90943, -1.10663], [2.68738, 1.80448, -2.30546], [3.97265, 2.17817, -2.61057], [4.61635, 1.58094, -3.44593], [3.80521, -1.79574, -1.10340], [2.94157, -2.02456, 0.42027], [4.68078, -2.15679, 0.37269], [5.73834, -0.01472, 1.61455], [4.18332, -0.46385, 2.40931], [4.48972, 1.17582, 1.85358], [2.83318, -0.21124, -2.08713], [1.27298, 1.29224, 0.09666], [1.11685, -0.42149, -0.43114], [-0.78567, 0.91014, -0.14397], [4.38529, 3.04396, -2.08893], [-3.57012, -3.79304, -2.86212], [-4.31470, -2.55069, -2.38667], [-3.39523, -1.33857, -2.20146], [-2.36499, -1.61179, -1.19963], [-1.57207, -1.86300, -0.40704], [-2.82712, -4.11557, -2.13185], [-4.26399, -4.62071, -3.00978], [-3.06047, -3.60667, -3.80915], [-4.82030, -2.77258, -1.44488], [-5.08847, -2.29449, -3.11254], [-3.96829, -0.47046, -1.87616], [-2.90336, -1.08180, -3.14036], [-3.21074, 1.50902, 2.68670], [-2.36909, 1.83269, 3.91650], [-1.08157, 2.59320, 3.57628], [-0.23274, 1.80154, 2.68509], [0.43157, 1.18369, 1.97851], [-2.67661, 0.85207, 1.99781], [-4.12750, 0.99700, 2.97704], [-3.48711, 2.41796, 2.14892], [-2.11889, 0.90545, 4.43470], [-2.95741, 2.43729, 4.60835], [-0.51781, 2.81451, 4.48245], [-1.31295, 3.53882, 3.08418]]
}



--- b ---
{
  "formula": "C14H25N3O4",
  "method": "ωB97M-V/def2-TZVPD",
  "e_homo_ev": -8.7,
  "smiles": "CNC(=O)[C@H](CO)NC(C)=O.C[C@H]1C(=O)C2CCN1CC2",
  "homo_lumo_gap_ev": 9.156,
  "species": ["C", "N", "C", "O", "C", "C", "O", "N", "C", "C", "O", "H", "H", "H", "H", "H", "H", "H", "H", "H", "H", "H", "H", "C", "C", "C", "O", "C", "C", "C", "N", "C", "C", "H", "H", "H", "H", "H", "H", "H", "H", "H", "H", "H", "H", "H"],
  "xyz": [[-4.72641, 2.10688, -2.37402], [-3.45087, 1.39729, -2.32188], [-2.51916, 1.58716, -1.38041], [-2.69434, 2.36508, -0.44572], [-1.21254, 0.77349, -1.42509], [-0.07257, 1.59607, -2.03939], [-0.38692, 2.02791, -3.34745], [-1.25736, -0.57997, -2.02433], [-1.57665, -0.92481, -3.27096], [-1.52641, -2.39788, -3.59558], [-1.88519, -0.11620, -4.13646], [-4.54712, 3.16804, -2.55882], [-5.34869, 1.70206, -3.17292], [-5.24443, 2.00190, -1.41892], [-3.20479, 0.79375, -3.09755], [-0.93791, 0.62925, -0.38054], [0.11007, 2.47235, -1.41628], [0.83858, 0.99843, -2.06880], [-0.79006, 1.28767, -3.83222], [-0.95283, -1.32733, -1.42072], [-0.50259, -2.75227, -3.49035], [-1.85996, -2.54789, -4.62187], [-2.18042, -2.94295, -2.91757], [0.29982, -2.31451, 2.10802], [1.72154, -1.74669, 2.02623], [1.82111, -0.59030, 1.01213], [1.43020, -0.67634, -0.14935], [2.37054, 0.70814, 1.61328], [3.75189, 0.35958, 2.21856], [3.62048, -0.80301, 3.24148], [2.19685, -1.21925, 3.34380], [1.40157, -0.06268, 3.83850], [1.43018, 1.07743, 2.78573], [-0.43560, -1.52079, 2.26748], [0.22866, -3.03092, 2.93224], [0.04800, -2.83125, 1.17712], [2.38852, -2.55162, 1.70134], [2.43420, 1.50554, 0.86701], [4.44421, 0.06987, 1.42128], [4.17119, 1.24049, 2.71529], [3.99159, -0.48038, 4.22066], [4.23992, -1.64950, 2.92534], [1.81941, 0.29905, 4.78445], [0.36799, -0.35795, 4.04394], [0.41833, 1.25212, 2.40458], [1.76796, 2.00496, 3.25876]]
}



Relative to the most stable one, in kJ/mol, the structures come out at a 531.4; b 0.0.